164
Properties=species:S:1:pos:R:3 method="wB97M-V/def2-TZVPD" lumo_energy_ev=-0.37 total_energy_ha=-4110.8494 relative_energy_kcal_mol=0.0 charge=0
O 0.5619 2.9470 3.0606
H 4.1864 3.7486 3.3808
H 3.6489 -3.9089 3.5853
H -6.2251 0.5752 -0.7652
O -0.3405 5.0768 -0.9945
C -0.3968 3.6816 2.9194
H 5.9334 -0.9555 -2.1251
H 1.2052 -0.6182 1.7799
H 4.7259 1.3180 -3.8383
O 0.8789 3.3703 -0.2751
C -2.1581 -1.0612 0.6146
C 6.2133 2.5613 1.8944
H 2.0640 -4.6019 3.2453
C 3.0787 -3.5218 1.5487
C 4.2138 -0.0890 7.2684
H -2.7116 -5.1281 -2.6997
H -2.5455 -3.5190 1.3861
H -2.0451 -4.0784 3.9292
H 0.7977 1.0595 1.8823
C -5.8803 2.6514 3.2386
H 2.6740 -2.5899 1.9308
H -2.6065 2.2582 -6.1039
H -1.1331 4.3598 -4.7773
H -0.0449 -2.8093 4.1199
C -3.6445 -4.7834 -3.1238
N -0.2525 -4.7427 -0.1114
O -1.4396 -0.0604 1.1347
C -4.2925 0.9494 3.5923
H -2.9671 3.9981 2.0188
O -1.3900 3.2571 0.0052
H 0.9575 5.2419 -2.6704
H 1.8465 2.8905 -2.7045
H 2.0575 -1.1818 4.4994
H 2.6635 0.0706 3.3255
H 1.7722 0.5169 0.5311
O 4.1373 -0.8220 6.1175
H 2.4455 -3.9794 0.7897
O -5.4840 1.6963 4.0882
H -3.3933 -2.8709 -2.0678
H 6.4646 2.6974 2.9575
C 0.0586 2.8246 -5.8983
C -3.4826 4.8418 3.9444
O -0.6556 2.8644 -3.5565
H 2.4530 -3.2903 -4.2453
O -0.6652 0.8186 -2.5518
C 5.2765 0.4104 -3.7444
H -0.2946 3.0744 -6.9023
H 1.3292 6.3217 -1.2612
H 0.2016 -2.8251 2.2957
C 1.7946 4.1776 -0.9518
N -4.8987 -4.2972 0.1645
H 0.0759 1.7467 -5.7941
O -6.9741 -0.4128 -4.2945
O -6.2844 -0.9258 -2.2158
H 1.0450 3.3078 -5.8135
C 3.0892 1.1636 5.7042
H -3.2573 1.7893 1.8538
H -5.0964 -6.3370 -2.5149
H -4.9911 -0.8292 -0.5145
C -2.0524 -4.4259 1.7674
C -1.0407 3.2989 -4.9391
C 5.1232 3.5773 1.4837
C -1.0443 -4.6263 0.7262
H 2.4806 4.5746 -0.2081
C -0.1837 -1.2698 -0.4134
H -3.4721 1.4029 4.1917
H -1.4170 6.4203 3.1944
C -0.4013 3.8411 -0.3864
H -3.7142 -1.1408 3.4959
C -0.2430 0.0499 0.2952
C -3.9956 1.8085 -1.6057
H 3.3883 3.7192 -2.3414
C -0.5087 -2.8850 3.1415
H 1.3152 -1.3679 -3.3231
C 2.5166 3.2415 -1.9216
C 2.9510 -0.6993 4.0586
N 5.3491 0.1081 1.7304
H 4.7387 -0.4923 -5.6995
O -0.4444 -5.7440 -5.7499
C 3.9996 -0.4301 -1.7646
H -4.7861 0.7252 1.4281
H 0.4137 -2.0195 0.0955
H -5.4575 -0.8772 3.3333
N 2.9397 -0.7218 -1.4008
C 0.8418 -4.1122 -3.0123
H 4.9602 3.4193 0.3800
H 5.0601 -2.6180 1.8791
H -3.4191 -4.3312 -4.0899
H -0.4092 0.8616 -0.3921
C 5.3002 -4.3820 0.6688
C -4.1703 -3.6414 -2.2262
H 1.6563 -4.5974 -2.4820
H -5.0206 -3.1841 -2.6823
H -3.0647 5.5951 4.6344
H -4.4415 5.2338 3.5363
H 3.4417 -5.4130 2.5789
H -3.8451 4.0000 4.5507
C -1.0973 1.5630 -3.4030
H -2.8213 -5.2225 1.7324
O -1.6216 3.5059 3.3621
C 0.8087 -1.9467 -4.1088
O 3.6109 1.1244 7.0612
H -4.7301 2.6068 -1.4656
C 4.5112 -3.1795 1.0947
H 5.0291 -1.6292 -4.3124
C 4.6105 -0.6718 -4.6268
O 4.7585 -0.4502 8.2370
H 5.7734 0.6875 -1.6056
H -3.2139 3.0074 -4.6304
N 5.7701 -5.4031 0.3404
H 4.7675 0.3299 4.7312
H -0.6188 -5.0145 3.2875
H 0.9668 -1.4584 -5.0748
H 0.1674 -3.5538 -2.3560
C 0.1121 -5.0757 -4.9600
C -1.3170 -4.1811 3.1195
C -4.5895 -4.0309 -0.9119
C -4.7386 -5.8121 -3.4223
C 3.9113 3.5011 2.3323
C -2.5115 4.5182 2.8572
O -6.6919 3.4955 3.4664
C -2.3302 2.5486 -5.0711
H -1.1702 -2.0258 2.9633
H 3.4012 2.1333 5.2654
O -5.1696 0.5900 -3.3641
H -5.6230 -5.3904 -3.9086
O 0.1256 -5.1670 -3.6203
H 4.5029 -2.5455 0.2029
O -3.3037 -1.3216 0.9910
H -3.4240 1.7185 -0.6713
C 3.7626 0.0457 5.0287
C 3.0757 -4.4080 2.8297
O -0.2693 4.9185 2.3544
C -4.5109 0.4913 -2.1286
C -4.5572 -0.5306 3.8166
C 1.3816 -3.3176 -4.1726
H 0.2445 -1.2686 -1.4050
H -1.7561 6.0449 1.4263
H -3.2562 2.0918 -2.3597
H -3.6662 -0.1442 -2.2827
H 3.1485 4.1814 1.9460
O -2.0530 1.3067 -4.3183
C 0.9812 5.3366 -1.5704
H 5.6332 4.5473 1.5494
C -5.5489 -0.1647 -1.2231
H 3.5511 -0.8841 -4.4614
C -1.5205 5.6404 2.4080
H 3.5279 -1.4332 3.5864
H 2.9143 2.3592 -1.3957
C -6.2277 -0.2949 -3.3922
C 5.7807 1.1774 1.7890
H 3.4184 2.5112 2.3004
C 5.3034 -0.0526 -2.2682
C -4.2443 1.4306 2.1161
H -4.4045 -6.4865 -4.2232
O 0.9310 -4.0221 -5.3263
O -1.5675 -1.7130 -0.3498
H -4.6806 -0.6449 4.8865
O -5.0837 2.6213 2.1157
H 6.3388 0.5647 -3.9635
C 0.9570 0.2604 1.1601
H 1.9882 1.0550 5.7873
H -0.2455 -1.9997 -3.9118
H 7.1556 2.6041 1.2980


19
Properties=species:S:1:pos:R:3 method="wB97M-V/def2-TZVPD" lumo_energy_ev=0.79 smiles=CS[C@H]1CNC[C@@H]1S total_energy_ha=-1048.2136 relative_energy_kcal_mol=15.3 charge=0
C -2.8098 -0.0993 0.5346
S -1.6975 -0.7686 -0.7247
H 1.9925 0.9650 1.1122
H 2.6804 1.2539 -0.4814
H -3.8831 -0.3812 0.2915
S -0.2889 2.3971 -0.1703
H 2.8659 -1.0434 -0.7527
H 0.5272 0.6352 -1.6246
H -0.2744 -0.1823 1.2043
H -1.2697 2.2342 -1.0589
N 2.2171 -0.7571 -0.0142
C 0.4876 0.8310 -0.5210
H 1.0518 -2.1597 0.8444
C -0.1320 -0.4373 0.1280
H 0.9523 -2.1002 -0.9292
H -2.7840 0.9567 0.6292
C 1.9375 0.6652 0.0609
C 1.0082 -1.4863 -0.0392
H -2.5810 -0.5230 1.5112


105
Properties=species:S:1:pos:R:3 method="wB97M-V/def2-TZVPD" lumo_energy_ev=0.06 total_energy_ha=-2364.3191 charge=0
O -4.2062 -3.1101 -1.5066
H 3.3879 3.7249 1.7402
H 2.0540 8.3108 0.9051
C -0.5556 -0.2566 -2.3677
N 0.4484 -1.1664 -1.7631
H 0.6006 7.6365 1.6570
O 5.2129 -4.4090 -0.7162
C 5.6143 -2.5490 -4.3515
H -2.5680 -3.0235 -3.4423
C 1.0891 7.8359 0.7055
H -1.7490 -0.6620 -0.7076
H -3.8660 -2.6591 -0.7254
C -2.2425 -3.0949 -5.3796
H -2.3467 2.8832 4.4111
O 3.3807 -0.3852 -2.8158
H -3.8064 -4.5478 0.8459
H -6.8318 0.6161 3.9381
C -5.3647 -2.4085 -1.9444
H -0.8769 3.6911 3.8199
C 7.8458 -1.2599 0.9603
H 6.5538 -2.9311 -4.7462
C 3.8495 -1.5545 -0.1259
H 5.0656 -1.6849 -2.7020
H -4.8176 -5.0622 2.2195
F 4.2297 1.9848 -1.4778
H -0.0961 0.5817 -2.8942
O -6.2496 1.6820 5.6293
H 0.2004 2.7584 -1.0801
C 1.0305 -1.0560 0.8611
C -1.4262 1.4505 -0.5515
H 6.8237 -5.1555 -1.8187
H 3.8916 -1.6076 0.9591
H 1.6610 6.7254 -0.7952
C 2.2952 3.6750 1.7629
O -4.0769 -0.6216 4.2021
H -1.0341 -0.8769 -3.1169
H -4.1897 -1.1216 3.3840
H -2.4023 1.7279 -0.1521
H 7.1628 -4.8880 -0.0936
C 6.6098 -4.5141 -0.9596
C -0.8554 2.6608 -1.2954
H -5.1386 -1.3752 -2.2177
O -4.1416 -3.0766 2.3025
C -2.9794 0.2668 4.0315
H 4.8950 -3.3726 -4.3078
H 6.9379 -3.5047 -1.1922
O 0.3161 -0.8751 1.7966
H -1.0112 2.5887 -2.3737
H -3.1533 0.9799 3.2200
H 2.0942 2.1136 0.6044
O 1.4208 -0.0441 0.0264
O -5.1313 2.2769 1.0602
O 3.3015 3.4133 -2.8791
H -0.8086 1.2349 0.3171
H -1.4517 -3.8501 -5.3654
H -5.4503 -3.9184 1.0246
O -1.9859 2.6917 2.3548
H -1.3334 3.5765 -0.9557
H 8.4492 -2.0905 0.5831
H -1.9996 -2.3530 -6.1368
H -7.6419 0.1400 5.4472
H 1.9841 3.1806 2.6892
O -2.3456 -2.4007 -4.1457
H 1.8994 4.6873 1.7460
H -3.1826 -3.5786 -5.6566
H -4.4955 2.8114 1.5499
H -2.8733 0.8207 4.9633
H -5.6495 0.3155 0.9086
H 4.8551 -5.2719 -0.4878
H 0.4649 8.5316 0.1380
O 1.5780 -2.2112 0.4940
H 2.5295 -2.7710 -1.2994
H 4.5932 -2.2331 -0.5240
H 7.3290 -1.5903 1.8589
O 1.2294 6.5839 0.0529
H -5.5404 1.0502 5.7935
O 6.8415 -0.8659 0.0377
H -8.0502 1.6747 4.6684
H 8.5106 -0.4340 1.2264
H 0.6650 -1.9054 -2.4216
C 2.4662 -1.9220 -0.6268
C 3.2462 2.3963 -2.2766
H -2.0484 -0.2589 3.8289
H -2.5782 0.2812 -1.9303
H 1.4766 1.7513 -2.8576
H -1.4900 1.8726 2.4614
H -2.4707 4.3440 3.4159
H -3.3491 -3.2990 2.8025
C -1.6379 0.1886 -1.3849
O 1.7712 3.0198 0.6169
C 2.5146 0.1085 -2.1453
C -7.2365 0.9853 4.8841
H -5.2049 0.8063 2.5498
H -3.9465 0.5893 1.3103
H -5.7313 -2.9289 -2.8260
N 2.2035 1.5020 -2.1923
H -6.1515 -2.4096 -1.1852
H 7.2687 -0.5735 -0.7744
H 5.2344 -1.7862 -5.0368
O 5.8930 -2.0214 -3.0667
C 1.6940 -0.7308 -1.1922
C -4.9693 0.9363 1.4894
C -1.9078 3.4255 3.5688
H 4.1431 -0.5451 -0.4018
C -4.5600 -4.2259 1.5664


28
Properties=species:S:1:pos:R:3 method="wB97M-V/def2-TZVPD" lumo_energy_ev=-3.77 total_energy_ha=-462.2476 relative_energy_kcal_mol=110.1 charge=+1
C 0.0166 0.1923 -1.3352
N -3.1435 -0.1155 0.9174
H 1.2910 1.7734 -0.5566
C 2.1451 -0.1864 0.0869
C 1.4134 0.7136 -0.9348
H -0.2426 -1.7638 0.5539
H 1.8411 -1.1307 1.8333
H -0.7752 -0.8179 1.8605
H 4.0471 -0.3923 0.8200
H -3.7509 -0.9443 -1.4987
C -3.6318 -0.1698 2.0490
C -0.8193 0.2237 -0.1036
H -2.1672 -0.6883 -2.1199
C -2.3639 -0.0493 -0.2105
H 2.0236 0.7434 -1.8660
C 3.4583 0.3710 0.4188
H 4.0672 0.6816 -0.5191
C 1.2537 -0.3527 1.2833
H -0.2854 1.0615 -1.9525
C -0.1816 -0.8170 0.9237
H -0.0225 -0.7065 -1.9169
H -3.1554 0.6115 -1.8772
N -2.9330 -0.3789 -1.5295
H 1.1691 0.4711 1.9729
H 3.4818 1.2273 1.1760
H -4.3324 0.4989 2.4702
H 2.1959 -1.2628 -0.3142
H -0.5993 1.2068 0.3688


59
Properties=species:S:1:pos:R:3 method="wB97M-V/def2-TZVPD" lumo_energy_ev=-2.36 total_energy_ha=-1204.6105 relative_energy_kcal_mol=0.0 charge=+1
N 6.5720 -5.1421 3.2980
H 5.8747 -0.0328 0.5911
C 2.0685 0.9775 0.4022
H 2.0602 0.3159 -0.4699
C -1.2713 -0.5641 1.3859
C -6.0120 3.8979 -3.4909
C -6.3373 5.1079 -4.3315
H -8.9975 3.4671 -2.3518
H -5.4063 5.5993 -4.5944
O 5.4938 -3.3726 2.4470
H -0.7993 3.5304 -3.7710
H -6.7681 2.3494 -2.4991
H 0.0311 1.5658 0.4059
H 7.0440 -5.1828 2.4078
H 2.2043 1.9857 0.0066
H -2.3780 -2.4565 1.5811
C 3.8411 -0.4997 1.1561
C -3.3876 0.9729 -2.0891
N -1.9358 0.9441 -2.0007
H 6.7224 -7.1362 3.9329
O -4.8557 3.6057 -3.2084
H -2.1969 2.5429 -4.2341
H -3.8288 1.0526 -1.0926
H 1.7140 -1.7080 0.8601
H -3.7548 0.0601 -2.5630
C 5.3089 -0.3027 1.4805
H -6.9643 5.8081 -3.7792
H 0.7142 1.4429 2.0263
C 6.9250 -6.1303 4.3016
C 0.6926 0.9766 1.0428
C 5.6750 -4.1355 3.3893
C -1.4735 -1.8969 1.4233
H -0.0725 -3.4696 1.1877
C -8.4662 3.3375 -3.2952
H 6.3504 -5.9727 5.2076
H -8.8884 2.4767 -3.8147
H 3.7461 -0.8857 0.1349
N 0.0721 -0.3563 1.1547
H 7.9847 -6.0603 4.5478
H 5.6065 -3.8110 5.5194
H -8.6271 4.2196 -3.9045
N -0.2471 -2.4776 1.2114
H 4.2525 -3.1371 4.6022
H -1.4968 0.1957 -1.4891
H -2.2873 3.5653 -2.8023
C -1.0521 1.8148 -2.5645
C 0.6718 -1.5271 1.0514
H 3.4401 -1.2539 1.8456
H -6.8560 4.8182 -5.2456
H 5.4298 0.4514 2.2548
C 4.9212 -3.9878 4.6906
O 3.1146 0.7185 1.3034
H 5.6802 -1.2568 1.8507
N -7.0474 3.1409 -3.0562
H 4.3360 -4.8822 4.9065
C -1.6245 2.9346 -3.3938
O 0.1534 1.6760 -2.4017
H -3.7111 1.8318 -2.6710
H -1.9581 0.2544 1.5070